[1]
A cluster of 3 separate species, C4H9NOS in total. Source: the OMol25 dataset; level of theory: the ωB97M-V functional and the def2-TZVPD basis.

The calculation puts the LUMO energy (alpha / beta) at -7.767 / -7.792 eV. The frontier orbital gap (alpha / beta) is 4.99 / 4.94 eV. The expectation value of S² is 0.753. For the HOMO energy (alpha / beta), the calculation gives -0.469 / -0.468 Eh.

Structure (ORCA input):
```
! wB97M-V def2-TZVPD RIJCOSX def2/J DEFGRID3
* xyz 1 2
O 2.57404 -0.06159 -0.11854
C 1.61523 0.19134 -0.70010
C 1.01226 1.54584 -0.73851
C 1.34722 -2.10070 1.32585
C 0.06766 -2.05001 0.99954
S -2.89947 0.20165 0.19860
N -0.09692 1.77703 -1.37970
H 1.17756 -0.55110 -1.39516
H 1.64180 2.38114 -0.28663
H 1.83186 -1.17051 1.68395
H 2.08408 -2.80374 0.98905
H -0.39112 -1.09820 0.83270
H -0.63224 -2.83975 1.24310
H -2.72898 -0.21791 -1.04238
H -0.03384 2.67805 -1.83982
H -0.92030 1.63251 -0.69160
*
```

What are the Löwdin partial charges on each atom? They are as follows, in elementary charge units: number 1, O, carries 0.175; number 2, C, carries -0.268; number 3, C, carries 0.051; number 4, C, carries -0.053; number 5, C, carries -0.067; number 6, S, carries 0.473; number 7, N, carries 0.172; number 8, H, carries 0.157; number 9, H, carries 0.192; number 10, H, carries 0.063; number 11, H, carries 0.073; number 12, H, carries -0.016; number 13, H, carries 0.071; number 14, H, carries -0.269; number 15, H, carries 0.143; number 16, H, carries 0.103


[2]
An isolated molecule of C3H6N2OS. Source: the OMol25 dataset; level of theory: the ωB97M-V functional and the def2-TZVPD basis.

The calculation puts the LUMO energy at 0.813 eV. The frontier orbital gap is 9.83 eV. Its SMILES is [H]/N=C1\CSCON1. For the HOMO energy, the calculation gives -0.332 Eh.

Structure (ORCA input):
```
! wB97M-V def2-TZVPD RIJCOSX def2/J DEFGRID3
* xyz 0 1
C -0.68859 0.43459 -0.51302
C 0.31884 -0.23907 -1.45396
C 1.06624 -0.51088 1.34020
H -1.44197 2.11455 -1.48559
H 0.49589 0.10741 -2.36997
H -0.02222 -1.20813 -1.69175
H 1.13109 0.79170 1.36969
H 1.72921 -0.92529 2.39263
H -1.82809 0.25354 1.35128
N -1.37994 1.46369 -0.58179
N -1.08884 -0.38005 0.63904
O -0.18863 -1.13582 1.39553
S 1.89701 -0.76624 -0.39227
*
```

What are the Löwdin partial charges on each atom? They are as follows, in elementary charge units: number 1, C, carries -0.514; number 2, C, carries -0.286; number 3, C, carries -0.499; number 4, H, carries 0.124; number 5, H, carries 0.021; number 6, H, carries 0.047; number 7, H, carries 0.144; number 8, H, carries 0.167; number 9, H, carries 0.229; number 10, N, carries 0.098; number 11, N, carries -0.048; number 12, O, carries -0.226; number 13, S, carries 0.743


The records above give, respectively, energy above the lowest of the compared OMol25 structures with the same formula, charge and spin values of 118.7 143.3 kcal per mole.
The records above give, respectively, strongest force on any atom values of 0.0943 0.1153 hartree/bohr.